Record 1
17
Properties=species:S:1:pos:R:3:forces:R:3:mulliken_charge:R:1 method="wB97M-V/def2-TZVPD" de_lowest_ev=6.0766 e_tot_ev=-8425.16377 e_homo_ev="-8.1 / -8.1" homo_lumo_gap_ev="7.9 / 7.9" spin_multiplicity=1 charge=0 lumo_energy_ev="-0.23 / -0.23"
O 1.0070 -0.0243 0.8301 0.22 0.09 0.32 -0.422
C -0.7307 -1.2822 0.0077 -0.05 -0.20 -0.31 -0.674
C 1.6273 -0.6350 -1.1318 -0.06 0.07 -0.06 -0.659
C 0.7824 -1.2130 0.0308 -0.26 -0.14 0.09 0.407
C -1.9979 0.2608 1.2636 -0.02 -0.02 0.05 -0.453
C 1.6280 0.6381 -0.2826 0.25 0.28 -0.21 -0.263
C -1.8981 1.2577 0.3694 0.06 -0.05 0.02 -0.506
H -1.1074 1.9996 0.4340 -0.02 -0.18 -0.03 0.263
H 1.1492 -0.5684 -2.1131 0.00 -0.06 0.21 0.260
H -1.3169 0.1865 2.1042 -0.05 0.00 -0.14 0.268
H -2.8454 -0.4167 1.2672 0.16 0.11 -0.03 0.252
H -1.0895 -0.8785 -0.9545 -0.06 -0.06 -0.07 0.206
H 2.6046 1.0211 0.0143 -0.01 0.11 -0.12 0.299
H 1.2041 -2.1215 0.4935 -0.16 0.26 -0.06 0.320
H 1.0068 1.4479 -0.6852 0.07 -0.06 0.17 0.177
H 2.6212 -1.0796 -1.2396 -0.24 -0.03 0.08 0.258
H -2.6448 1.4074 -0.4080 0.15 -0.12 0.09 0.267

Record 2
17
Properties=species:S:1:pos:R:3:forces:R:3:mulliken_charge:R:1 method="wB97M-V/def2-TZVPD" de_lowest_ev=0.9760 e_tot_ev=-8430.26436 smiles="C1=CCCC=C1.O" e_homo_ev=-8.3 homo_lumo_gap_ev=9.1 spin_multiplicity=1 charge=0 lumo_energy_ev=0.78
O 1.3656 0.1973 1.6774 0.51 -0.28 0.21 -0.673
C -1.0739 0.4914 0.7376 -0.46 -0.07 -0.20 -0.605
C -0.3108 -1.5497 -0.3219 0.23 0.08 -0.15 0.173
C -0.3735 1.3611 -0.2695 -0.07 -0.02 0.01 -0.436
C -1.2247 -0.8284 0.5748 -0.02 0.19 0.08 -0.237
C 0.5199 0.5910 -1.2815 0.00 0.02 -0.05 -0.571
C 0.6226 -0.8943 -1.0287 -0.36 -0.18 -0.22 -0.985
H -0.3055 -2.6359 -0.2822 0.08 0.13 0.06 0.321
H 1.5104 1.0546 -1.3571 -0.12 -0.14 0.08 0.304
H -1.1876 1.8505 -0.8176 0.17 0.07 -0.01 0.337
H 0.8212 -0.3405 2.2649 0.13 0.19 0.00 0.334
H 0.0779 0.6773 -2.2816 0.09 0.10 0.09 0.315
H 1.3029 -0.2943 0.8385 0.17 0.12 0.40 0.373
H -1.4893 1.0000 1.6051 -0.26 -0.07 -0.25 0.356
H 1.4266 -1.4359 -1.5223 -0.21 0.03 -0.06 0.356
H 0.1871 2.1582 0.2282 -0.08 -0.20 0.01 0.293
H -1.8689 -1.4024 1.2357 0.20 0.06 0.00 0.347

Record 3
17
Properties=species:S:1:pos:R:3:forces:R:3:mulliken_charge:R:1 method="wB97M-V/def2-TZVPD" de_lowest_ev=2.9398 e_tot_ev=-8428.30057 smiles="C=C1C[C@@]2(O)C[C@@H]12.[H][H]" e_homo_ev=-9.1 homo_lumo_gap_ev=10.0 spin_multiplicity=1 charge=0 lumo_energy_ev=0.88
O 1.7710 -0.1538 -1.6952 0.15 -0.14 -0.03 -0.509
C 0.9020 -0.2387 0.7255 0.10 -0.05 0.10 -0.415
C -1.4812 0.3691 1.6629 0.10 -0.02 -0.05 -0.854
C -0.6480 0.0216 -0.7742 -0.22 0.21 -0.03 -0.223
C -0.5852 0.1139 0.7207 -0.12 0.01 0.11 -0.016
C -0.3234 -1.4176 -1.1239 0.06 -0.23 -0.06 -0.816
C 0.7838 -0.4756 -0.7839 -0.12 -0.07 0.17 0.545
H -2.5058 0.6262 1.4106 0.11 -0.04 0.00 0.268
H 1.2603 -1.0458 1.3740 -0.11 0.00 -0.14 0.295
H -0.3999 -1.6499 -2.1833 0.02 0.06 0.15 0.301
H 2.2679 -0.9614 -1.8781 -0.01 0.18 -0.05 0.363
H -1.2240 0.3317 2.7178 0.02 0.03 -0.14 0.254
H -1.1551 0.6852 -1.4678 0.05 -0.14 0.14 0.382
H -0.6270 -2.2139 -0.4472 0.06 0.09 -0.10 0.206
H 0.4836 2.7887 0.1758 0.04 0.12 -0.04 0.073
H 1.5121 0.6547 0.9048 -0.16 -0.09 -0.02 0.224
H -0.0313 2.5655 0.6615 0.02 0.08 -0.02 -0.076